Record 1
# C3H3HgMgO3

A structure of composition C3H3HgMgO3 (the ωB97M-V functional and the def2-TZVPD basis, the Open Molecules 2025 dataset).

Structure (ORCA input):
```
! RIJCOSX wB97M-V def2-TZVPD def2/J DEFGRID3
* xyz 1 3
Hg 0.14359 1.87294 -3.40881
Mg -1.99773 -1.77328 3.27496
O 1.56399 1.10139 -1.64324
O 0.00020 0.11017 1.30010
O -1.64342 -1.40810 1.22575
C 0.16227 0.08494 -0.05992
C 1.45810 0.54824 -0.50826
C -0.89643 -0.68996 1.91855
H -0.86716 0.80085 -1.56492
H -0.26681 -0.79723 -0.54966
H 2.34339 0.15004 0.01543
*
```

The calculation puts the LUMO energy (spin up / spin down) at -0.2117 / -0.2748 Ha. The orbital gap (spin up / spin down) comes out at 3.86 / 5.63 eV. The energy above the lowest of the compared OMol25 structures with the same formula, charge and spin is 109.6 kcal per mole. Its molar mass is 311.9 g mol⁻¹.

Record 2
# C4H9NO

The molecule C4H9NO (the ωB97M-V functional and the def2-TZVPD basis, the Open Molecules 2025 dataset).

Structure (ORCA input):
```
! RIJCOSX wB97M-V def2-TZVPD def2/J DEFGRID3
* xyz 0 1
O 2.16779 0.09579 0.06563
N 0.01274 -0.49313 -0.09928
C -1.28795 -0.07390 -0.35665
C 0.35100 -1.86515 -0.06439
C 0.47638 1.88882 0.47087
C 0.99071 0.49306 0.08373
H 1.11929 2.74861 0.28058
H -1.38558 0.55910 -1.22704
H 1.07905 -2.08692 -0.84924
H -2.02456 -1.01696 -0.45582
H 0.17902 1.92705 1.53377
H -0.39361 2.09710 -0.28552
H 0.89727 -2.19474 0.83670
H -1.83592 0.45601 0.48221
H -0.34564 -2.53475 -0.41555
*
```

The calculation puts the LUMO energy at 0.0301 Ha. The SMILES is CC(=O)N(C)C. The orbital gap comes out at 9.79 eV. The energy above the lowest of the compared OMol25 structures with the same formula, charge and spin is 41.1 kcal per mole. Its molar mass is 87.1 g mol⁻¹.

Record 3
# C24H20N6O8

A cluster of 2 separate species, C24H20N6O8 in total (the ωB97M-V functional and the def2-TZVPD basis, the Open Molecules 2025 dataset).

Structure (ORCA input):
```
! RIJCOSX wB97M-V def2-TZVPD def2/J DEFGRID3
* xyz 0 1
O 5.53204 1.88890 1.93274
O 2.14712 -1.35546 -0.35339
O 3.57654 0.31799 -7.16601
O -0.50874 0.00865 -5.91534
O 3.71527 -2.27388 -1.61742
O 5.03530 0.26256 3.33199
O 4.89538 -0.95433 -5.96471
O -1.73412 0.33613 -4.01846
N -2.92649 0.78865 1.50257
N 3.84273 -0.29376 -6.11607
N -0.62737 0.17453 -4.51515
N 2.78008 -1.45159 -1.44013
N 4.70017 1.13707 2.49291
N 0.79188 -0.11657 -6.30503
C 0.69817 0.09605 -4.02147
C -0.68534 1.16394 0.67446
C 2.88629 2.31402 1.29700
C -3.27515 2.21307 1.59351
C 3.31295 1.30112 2.19863
C 1.62632 2.20692 0.71943
C -1.89998 -1.72617 2.77288
C 1.51960 -0.03135 -5.15593
C 2.94189 -0.28061 -4.96968
C 1.04509 0.51440 2.36737
C -1.67553 0.30641 1.24280
C -0.09944 -3.17676 1.19697
C 2.43672 -0.61889 -2.57951
C -1.38144 -1.12501 1.60252
C -4.13194 -0.06334 1.59110
C 3.33379 -0.66184 -3.67712
C -5.34373 0.89683 1.65870
C -0.79093 -3.81970 2.22885
C 0.63553 1.28080 1.21630
C -1.61248 -3.06289 3.07185
C 2.35983 0.43083 2.78816
C -4.76773 2.27636 1.99884
C -0.44051 -1.86763 0.85990
C 1.12635 -0.08537 -2.70750
H -3.11817 2.67804 0.61070
H -5.31111 3.09066 1.50210
H -2.64264 2.75111 2.31523
H -2.05212 -3.52611 3.95838
H -2.52691 -1.13333 3.44121
H 0.40793 0.03056 -1.89412
H 0.05276 -1.37738 0.02416
H -0.97667 1.82173 -0.14810
H 0.69769 -3.67435 0.64364
H 3.57897 3.14465 1.08150
H 0.27662 -0.01657 2.93258
H 4.33547 -1.04578 -3.52437
H 2.68448 -0.27613 3.56081
H -4.22617 -0.73357 0.71659
H -0.63354 -4.88254 2.41917
H -6.10494 0.57238 2.38106
H -5.85209 0.94823 0.68442
H -4.84040 2.47958 3.07626
H 1.35422 2.89663 -0.08977
H -4.14153 -0.69792 2.49201
*
```

The calculation puts the LUMO energy at -0.1014 Ha. The SMILES is O=[N+]([O-])c1cc([N+](=O)[O-])c2no[n+]([O-])c2c1.O=[N+]([O-])c1ccc(/C=C(\c2ccccc2)N2CCCC2)cc1. The orbital gap comes out at 4.58 eV. The energy above the lowest of the compared OMol25 structures with the same formula, charge and spin is 15.1 kcal per mole. Its molar mass is 520.5 g mol⁻¹.